*i*
The following is a DFT calculation (wB97M-V/def2-TZVPD) of a 2-piece molecular cluster, C3H7N3 overall.

Each line ends with the Löwdin charge.
Geometry (Å):
N -0.612 -1.151 2.383  0.249
N 1.561 1.240 -2.671  0.274
N -0.390 0.736 -1.664  0.197
C 0.193 -0.650 1.545  0.130
C -0.975 0.734 -0.687  0.353
C 0.372 0.903 -2.724  -0.234
H 1.877 1.354 -3.580  0.082
H -0.842 -0.633 3.266  0.208
H -0.247 0.496 -3.632  0.209
H 0.527 0.365 1.695  0.137
H 0.323 -1.118 0.590  0.119
H -1.514 0.644 0.192  0.123
H -1.032 -2.033 2.252  0.154

Calculated values
- HOMO level: -19.67 eV
- Net charge: +2

*ii*
The following is a DFT calculation (wB97M-V/def2-TZVPD) of a 2-piece molecular cluster, C3H7N3 overall.

Each line ends with the Löwdin charge.
Geometry (Å):
N 2.666 -0.179 -0.988  0.242
N 3.359 0.497 1.216  0.389
N -3.557 0.489 -0.619  0.289
C -1.382 -0.153 0.462  0.164
C 2.962 0.147 0.189  -0.146
C -2.518 0.065 -0.079  -0.015
H 2.031 0.224 -1.586  0.116
H 3.630 0.389 2.176  0.162
H -3.438 0.480 -1.602  0.159
H 3.414 -0.753 -1.538  0.237
H -1.083 -1.063 0.845  0.088
H -4.459 0.789 -0.152  0.226
H -0.715 0.603 0.713  0.090

Calculated values
- HOMO level: -19.95 eV
- Net charge: +2

Result of the stability comparison: *ii* is the most stable of them.

*i*
The following is a DFT calculation (wB97M-V/def2-TZVPD) of a 2-piece molecular cluster, CClF3S overall.

Each line ends with the Löwdin charge.
Geometry (Å):
Cl 0.126 -0.280 -1.863  0.717
S 1.394 -0.128 1.354  0.646
F -1.220 -1.453 -0.141  0.008
F 1.729 1.344 0.749  -0.611
F -1.367 0.749 0.202  0.098
C -0.662 -0.232 -0.301  -0.857

Calculated values
- HOMO level (alpha / beta): -9.27 / -9.21 eV

*ii*
The following is a DFT calculation (wB97M-V/def2-TZVPD) of a 2-piece molecular cluster, CClF3S overall.

Each line ends with the Löwdin charge.
Geometry (Å):
Cl 1.299 -1.505 0.490  0.736
S -3.088 -0.870 -1.019  0.623
F 2.402 0.870 0.235  0.034
F 0.448 0.735 1.306  0.020
F -2.286 0.417 -1.592  -0.619
C 1.260 0.176 0.399  -0.793

Calculated values
- HOMO level (alpha / beta): -10.07 / -9.04 eV

*iii*
The following is a DFT calculation (wB97M-V/def2-TZVPD) of a 2-piece molecular cluster, CClF3S overall.

Each line ends with the Löwdin charge.
Geometry (Å):
Cl -1.493 -1.319 -0.800  0.832
S 1.689 -0.656 -0.203  0.672
F -0.805 1.177 -0.588  0.000
F 2.301 0.842 0.342  -0.584
F -0.939 0.048 1.254  0.099
C -0.753 -0.093 -0.004  -1.019

Calculated values
- HOMO level: -9.48 eV

Result of the stability comparison: *iii* is the most stable of them.

*i*
The following is a DFT calculation (wB97M-V/def2-TZVPD) of an isolated ion of composition C17H27ClNO2 and charge +1.

Each line ends with the Löwdin charge.
Geometry (Å):
Cl -3.172 1.793 -1.839  0.705
O 2.453 0.527 -0.708  -0.034
O 1.798 -2.436 -0.530  -0.158
N -0.702 -1.983 0.787  0.104
C 0.614 1.966 -0.548  -0.154
C 3.060 -1.806 -0.345  -0.148
C 0.492 -2.491 1.503  -0.087
C 1.482 2.897 0.250  -0.130
C -1.004 0.180 -1.956  -0.122
C 1.379 -3.267 0.519  -0.176
C -1.785 -1.301 1.611  -0.545
C 0.318 -0.151 -1.681  -0.038
C -0.709 2.271 -0.814  -0.054
C 2.457 1.900 2.319  0.015
C 3.154 -0.572 -1.244  -0.131
C -2.978 -1.129 0.677  -0.012
C -1.258 0.047 2.076  -0.004
C -1.517 1.389 -1.521  -0.680
C -2.164 -2.194 2.786  -0.024
C 1.451 2.480 1.694  -0.175
C 1.142 0.739 -0.996  -0.210
H -3.067 -1.805 3.246  0.104
H 2.505 2.850 -0.123  0.123
H -2.722 -0.530 -0.191  0.044
H 2.822 -0.814 -2.257  0.138
H 3.395 1.711 1.824  0.063
H -0.414 -0.059 2.751  0.088
H 1.040 -1.640 1.910  0.137
H 2.228 -3.704 1.054  0.141
H 3.183 -1.488 0.697  0.133
H -3.781 -0.618 1.200  0.107
H -1.114 3.215 -0.484  0.125
H 0.807 -4.084 0.064  0.138
H -1.140 -2.775 0.300  0.183
H -0.376 -1.327 0.041  0.139
H 1.108 3.917 0.158  0.126
H 0.186 -3.151 2.313  0.132
H 0.518 2.671 2.208  0.104
H -3.364 -2.092 0.348  0.100
H -2.043 0.571 2.614  0.111
H 0.710 -1.082 -2.059  0.111
H -0.963 0.664 1.231  0.068
H -2.375 -3.211 2.463  0.098
H 2.397 1.615 3.357  0.056
H 4.198 -0.252 -1.280  0.143
H -1.395 -2.211 3.553  0.089
H -1.620 -0.497 -2.527  0.117
H 3.862 -2.508 -0.601  0.140

Calculated values
- HOMO level: -11.43 eV
- Net charge: +1

*ii*
The following is a DFT calculation (wB97M-V/def2-TZVPD) of C17H27ClNO2 as an isolated structure.

Each line ends with the Löwdin charge.
Geometry (Å):
Cl 5.492 -0.043 2.701  0.510
O 0.906 0.072 -1.380  -0.035
O -1.279 1.360 -2.171  -0.146
N -1.512 -0.110 0.010  0.102
C 2.096 -0.063 -0.517  -0.201
C 0.312 -2.633 0.798  -0.260
C -1.907 0.499 1.159  -0.438
C 1.355 -2.482 -0.154  -0.076
C -0.215 2.562 0.943  0.047
C 3.962 1.295 0.697  0.016
C -0.393 0.690 -3.010  -0.160
C -2.634 -0.288 2.368  0.032
C 2.292 -1.175 0.081  -0.215
C -2.553 -0.218 -1.174  -0.093
C 0.930 0.758 -2.314  -0.423
C -0.848 -2.946 0.592  -0.016
C 3.428 -1.241 0.824  -0.019
C 2.848 1.043 -0.290  0.020
C 4.204 -0.008 1.305  -0.444
C -2.543 1.043 -1.852  -0.237
C -0.798 1.183 1.804  -0.134
H -3.275 1.629 -1.256  0.147
H 0.052 0.355 1.883  0.156
H -0.876 1.365 2.777  0.057
H 1.661 0.461 -3.172  0.172
H -0.862 0.166 -0.461  -0.011
H 1.157 2.103 -2.082  0.217
H 2.673 2.082 -0.551  0.108
H -0.923 3.355 1.286  0.098
H -1.158 -3.113 -0.588  0.167
H -3.161 0.213 3.095  0.045
H -3.484 -0.500 -0.745  0.116
H -2.229 -1.171 -1.727  0.154
H -1.209 -1.082 0.413  0.146
H -3.524 -1.177 1.667  0.193
H 3.707 -2.113 1.568  0.150
H -0.725 -0.177 -3.456  0.105
H -1.984 -0.963 2.760  0.014
H 0.623 -2.459 1.783  0.127
H -0.564 1.380 -3.919  0.174
H 1.195 -2.275 -1.227  0.121
H -0.239 2.166 0.106  -0.065
H -1.564 -3.142 1.237  0.033
H 0.657 2.879 1.479  0.068
H -2.680 1.367 0.899  0.191
H -3.095 0.586 -2.987  0.228
H 2.294 -3.383 -0.067  0.219
H 4.387 2.151 0.865  0.041

Calculated values
- HOMO level: -11.99 eV
- Net charge: +1

Result of the stability comparison: *i* is the most stable of them.

*i*
The following is a DFT calculation (wB97M-V/def2-TZVPD) of a 2-piece molecular cluster, C2H10N4 overall.

Each line ends with the Löwdin charge.
Geometry (Å):
N -0.053 2.457 0.314  -0.037
N -0.559 0.326 1.358  -0.022
N 1.385 -1.418 -1.484  0.072
N 0.198 -2.988 -0.252  -0.005
C -0.894 1.735 1.310  -0.383
C 0.403 -2.380 -1.376  -0.392
H -1.904 1.787 1.092  0.065
H 0.457 0.263 1.552  0.074
H -0.013 3.442 0.610  0.050
H -0.639 -2.698 0.256  0.034
H 1.651 -1.206 -2.474  0.100
H -0.403 -2.452 -2.115  0.103
H -0.710 -0.010 0.418  0.033
H 2.227 -1.557 -0.936  0.094
H -0.640 2.205 2.363  0.141
H -0.507 2.496 -0.636  0.074

Calculated values
- HOMO level: -8.27 eV

*ii*
The following is a DFT calculation (wB97M-V/def2-TZVPD) of a 2-piece molecular cluster, C2H10N4 overall.

Each line ends with the Löwdin charge.
Geometry (Å):
N 2.000 -0.457 0.023  -0.137
N 2.535 0.777 0.538  -0.111
N -0.818 0.004 0.361  -0.125
N -1.012 0.107 -2.043  0.080
C -0.542 0.518 -0.924  -0.342
C -2.100 -0.606 0.666  -0.105
H 3.021 0.612 1.424  0.055
H -2.340 -1.409 -0.034  0.073
H -0.529 0.651 1.093  0.116
H -2.078 -1.021 1.677  0.082
H -1.587 -0.725 -1.911  0.024
H 2.006 -0.494 -1.003  0.060
H 1.022 -0.693 0.476  0.076
H -2.897 0.143 0.626  0.083
H 3.252 1.160 -0.086  0.062
H 0.067 1.433 -0.885  0.109

Calculated values
- HOMO level: -7.70 eV

*iii*
The following is a DFT calculation (wB97M-V/def2-TZVPD) of one molecule with the formula C2H10N4.

Each line ends with the Löwdin charge.
Geometry (Å):
N 0.281 1.512 1.503  0.025
N 0.393 -0.013 -0.500  -0.226
N -1.260 -0.358 1.405  0.005
N -0.029 0.162 1.115  -0.195
C 1.272 -1.231 -0.632  -0.095
C -0.486 0.301 -1.469  -0.247
H -1.241 -1.090 2.144  0.100
H -0.077 0.283 -2.547  0.101
H -2.139 0.098 1.330  0.064
H 1.981 -1.164 -1.461  0.063
H 1.906 -1.299 0.247  0.055
H 1.207 1.697 1.647  0.021
H 0.602 -2.173 -0.757  0.094
H -0.141 2.373 1.106  0.083
H -0.881 1.316 -1.416  0.062
H -1.391 -0.416 -1.716  0.091

Calculated values
- HOMO level: -7.94 eV

Result of the stability comparison: *i* is the most stable of them.